The following is a DFT calculation (the ωB97M-V functional and the def2-TZVPD basis) of a 3-piece molecular cluster, C6H12O overall.

ORCA input file:
```
! wB97M-V def2-TZVPD RIJCOSX def2/J DEFGRID3
* xyz 0 1
O 1.39253 -0.81436 -0.36260
C 1.05947 -0.87671 -1.72248
C -0.30941 -0.60465 -2.21924
C 0.58886 0.30130 -2.49293
H 0.80540 -0.16958 0.06416
H 1.69481 -1.63597 -2.17917
H -1.34083 -0.92605 -2.26926
H 0.82426 1.25694 -2.94127
H 2.93760 1.59934 0.54686
H 2.64383 1.25545 -0.04386
C -0.43760 1.36261 1.50044
C -1.31489 0.47854 1.02776
C -1.55531 -0.87915 1.61906
H -0.32236 2.34972 1.06107
H 0.18844 1.12860 2.36001
H -1.91953 0.74524 0.15931
H -2.58152 -0.94847 1.99935
H -0.86879 -1.07395 2.44875
H -1.42467 -1.67367 0.87496
*
```

The SMILES is OC1C=C1.[H][H].C=CC. For the lowest unoccupied orbital energy, the calculation gives 1.14 eV. As for the energy above the lowest of the compared OMol25 structures with the same formula, charge and spin: 4.609 eV. Its HOMO energy is -0.3440 Ha.

Per-atom Löwdin charges, elementary charge units:
1 O -0.085
2 C -0.373
3 C -0.004
4 C 0.008
5 H 0.021
6 H 0.127
7 H 0.097
8 H 0.096
9 H 0.042
10 H 0.025
11 C -0.030
12 C -0.263
13 C -0.108
14 H 0.058
15 H 0.067
16 H 0.096
17 H 0.075
18 H 0.078
19 H 0.072